Computed, not measured: a molecular structure, C9H5ClF6HfNO6S2, with ωB97M-V/def2-TZVPD.

Spin multiplicity: 1
LUMO in Ha: -0.256
Total charge: +1
Kohn-Sham gap in eV: 5.7
Calculated total energy in eV: -74980.53208
HOMO energy in eV: -12.68
Molar mass in g/mol: 615.21

Geometry as XYZ:
```
31
Properties=species:S:1:pos:R:3:forces:R:3:nbo_charge:R:1
Hf 0.000000 0.000000 0.000000 0.570 3.700 -4.640 2.367
F -0.660533 -1.729271 5.168698 -0.244 0.541 -2.204 -0.274
C -1.353289 -1.645432 3.994287 -2.658 -1.757 3.570 0.740
F -1.826348 -2.903070 3.748804 0.912 1.646 -0.484 -0.288
F -2.444457 -0.867260 4.245403 1.729 -0.446 -1.076 -0.280
S -0.323175 -1.017364 2.619810 1.105 0.679 6.035 2.121
O -1.208255 -1.004691 1.455777 -0.344 -0.184 -1.720 -0.972
O 0.128968 0.307183 3.056760 -0.366 -1.483 -2.088 -0.810
N 0.777161 -2.154167 2.668850 -0.160 1.375 -1.616 -1.050
S 1.436396 -2.459181 1.258602 4.663 -5.781 2.476 2.177
O 1.623298 -1.335861 0.340565 -0.870 1.485 -0.240 -0.999
O 2.633130 -3.303487 1.384038 -3.299 2.297 -0.184 -0.771
C 0.153432 -3.549134 0.510541 -1.542 -4.267 -1.119 0.708
F 0.716035 -4.581253 -0.192182 -0.288 2.061 1.099 -0.269
F -0.631513 -4.143564 1.459868 1.322 1.451 -1.049 -0.278
F -0.681977 -2.925516 -0.362545 0.576 0.812 0.294 -0.316
Cl -4.841762 2.349110 -4.121095 0.123 -0.059 0.102 0.074
C -3.190229 2.163344 -3.666379 0.297 0.047 0.100 -0.001
C -2.189685 2.735449 -4.448302 0.572 -0.126 0.218 -0.202
C -0.851142 2.583520 -4.077626 -0.201 -0.098 0.304 -0.114
C -0.498155 1.860436 -2.925090 -0.196 -0.267 0.344 -0.170
C -1.526204 1.292741 -2.152889 0.152 0.893 -4.491 -0.094
C -2.866199 1.442091 -2.519660 0.243 -0.528 0.783 -0.241
C 0.956746 1.696790 -2.524564 1.708 4.039 -5.980 0.760
O 1.826823 2.240063 -3.275162 -2.766 -2.248 3.187 -0.532
O 1.193366 1.028978 -1.469191 -1.129 -3.003 4.610 -0.830
H -2.435018 3.298588 -5.342695 -0.067 -0.100 0.151 0.254
H -0.063200 3.028269 -4.684303 -0.119 -0.160 0.251 0.269
H -1.265269 0.730011 -1.257415 -0.461 -1.022 -0.827 0.012
H -3.640556 0.993748 -1.906078 -0.064 0.093 -0.163 0.246
H -1.480790 1.243440 -0.331919 0.802 0.413 4.356 -0.239
```
Forces are in eV/Å.


Computed, not measured: a molecular structure, C9H5IN3O5V, with ωB97M-V/def2-TZVPD.

⟨S²⟩: 0.80
Spin multiplicity: 2
LUMO (spin up / spin down) in Ha: -0.248 / -0.219
Total charge: +1
Kohn-Sham gap (spin up / spin down) in eV: 5.9 / 6.6
Calculated total energy in eV: -57902.55726
HOMO energy (spin up / spin down) in eV: -12.61 / -12.61
Molar mass in g/mol: 413.00

Geometry as XYZ:
```
24
Properties=species:S:1:pos:R:3:forces:R:3:lowdin_spin:R:1
V 0.291073 -1.509563 -0.160877 0.025 -0.245 -0.040 1.163
O -5.400729 -0.943512 -2.007251 -0.017 0.031 -0.005 -0.003
C -4.272510 -0.985312 -1.652407 0.017 -0.037 -0.031 -0.001
C -3.033740 -1.307064 -2.562032 0.009 0.076 0.210 -0.002
O -3.017952 -1.508097 -3.733964 -0.044 -0.022 -0.052 -0.006
C -1.918602 -1.281249 -1.587112 0.246 -0.074 0.166 -0.002
C -2.293405 -0.995268 -0.316915 0.053 -0.035 -0.163 -0.002
O -1.284892 -0.944502 0.557506 0.067 -0.113 -0.113 -0.031
C -3.759567 -0.757318 -0.189523 0.137 -0.043 -0.092 -0.002
O -4.393767 -0.457415 0.770169 -0.062 0.000 0.018 -0.007
O -0.590494 -1.546750 -1.694078 -0.330 0.225 -0.013 -0.055
I 1.244288 -3.690943 0.517455 -0.129 0.208 0.032 -0.070
N 3.811373 1.330605 2.581148 0.031 0.031 0.012 -0.002
C 2.912777 1.320681 1.587789 0.038 -0.030 -0.071 0.000
C 2.282215 0.130831 1.164512 -0.013 0.082 0.082 0.013
N 1.363446 0.177481 0.203091 -0.012 -0.021 0.052 -0.003
C 1.062270 1.341998 -0.390437 0.002 -0.014 -0.020 0.005
C 1.730672 2.485354 0.020383 -0.032 -0.003 -0.051 -0.003
N 2.628269 2.482848 0.988255 -0.013 -0.057 0.022 0.007
H 4.071645 0.502871 3.085359 -0.010 -0.009 -0.007 0.000
H 4.233112 2.208188 2.836698 0.002 -0.003 -0.002 0.000
H 2.504502 -0.832572 1.604167 0.034 0.023 0.048 0.000
H 0.310611 1.344118 -1.165802 0.000 0.025 0.002 0.000
H 1.519404 3.434593 -0.456133 0.002 0.004 0.016 0.000
```
Forces are in eV/Å.


Computed, not measured: a single C9H5N3 molecule, with ωB97M-V/def2-TZVPD.

Spin multiplicity: 1
Relative energy (zero: lowest compared OMol25 entry of this formula, charge and spin) in eV: 4.0818
LUMO in Ha: -0.070
Kohn-Sham gap in eV: 7.9
Calculated total energy in eV: -13878.64612
HOMO energy in eV: -9.76
Molar mass in g/mol: 155.16

Geometry as XYZ:
```
17
Properties=species:S:1:pos:R:3:forces:R:3:nbo_charge:R:1
C -1.724680 -1.810960 0.700479 -3.341 -1.148 0.710 0.152
C -1.207516 0.834961 -1.268304 0.683 0.331 -0.706 0.244
C -1.706888 1.237269 0.989755 1.546 -0.164 -0.341 0.220
C 1.806172 -0.856472 -0.501094 -1.501 2.754 -0.148 -0.226
C 0.664483 -1.706104 -0.157949 -0.827 2.762 0.986 -0.185
C 1.797857 0.505635 -0.441280 -2.264 -1.460 1.492 -0.095
C -0.516289 -1.339269 0.322327 1.686 3.763 -1.091 0.041
C 0.758956 1.359538 0.250726 -1.774 0.643 -0.395 -0.470
C -0.685942 0.969930 0.078340 0.172 -3.820 -1.884 -0.143
N -2.825514 -2.122420 0.970967 2.117 0.596 -0.359 -0.200
N -1.467576 0.749467 -2.390250 -0.085 -0.016 0.603 -0.270
N -2.480502 1.262077 1.813079 -2.121 0.429 1.932 -0.233
H 2.629359 -1.313884 -0.948785 1.206 -0.800 -0.496 0.228
H 0.763716 -2.712669 -0.214640 0.702 -3.157 -0.326 0.231
H 2.545273 1.176813 -0.650577 2.494 0.468 -1.122 0.217
H 0.863577 1.294936 1.286991 0.708 -0.492 2.034 0.249
H 0.785514 2.471153 0.160215 0.599 -0.691 -0.890 0.242
```
Forces are in eV/Å.


Computed, not measured: a gas-phase ion, C9H5NO4 (charge -2), with ωB97M-V/def2-TZVPD.

Spin multiplicity: 1
Relative energy (zero: lowest compared OMol25 entry of this formula, charge and spin) in eV: 0.0000
LUMO in Ha: 0.221
Total charge: -2
Kohn-Sham gap in eV: 6.5
Calculated total energy in eV: -19092.06516
HOMO energy in eV: -0.52
Molar mass in g/mol: 191.14

Geometry as XYZ:
```
19
Properties=species:S:1:pos:R:3:forces:R:3:nbo_charge:R:1
O 3.266646 -1.065459 -0.583928 -0.741 0.150 0.343 -0.797
C 2.116174 -0.721393 -0.963615 0.448 -0.062 -0.796 0.800
O 1.632940 -0.872577 -2.114943 -0.102 0.201 0.856 -0.785
C 1.214201 -0.038791 0.178752 -1.989 1.715 -3.569 -0.301
C 1.813750 1.363172 0.651698 0.016 -1.741 0.016 0.804
O 1.782920 1.484995 1.867226 -0.220 0.403 2.703 -0.800
O 2.255744 2.134277 -0.174265 0.326 1.063 -1.871 -0.755
C 0.911156 -1.033077 1.181590 -3.599 1.136 -0.919 -0.108
C -0.412921 -1.252078 1.270991 2.363 1.463 -1.523 -0.082
N -1.188306 -0.501120 0.397007 2.574 1.224 -0.641 -0.363
C -2.453130 -0.415086 0.031124 -4.139 3.426 -1.880 -0.143
C -2.461088 0.686119 -0.993640 -1.402 -2.462 2.526 -0.327
C -1.141670 1.071699 -1.208247 0.028 0.073 -1.076 -0.328
C -0.369979 0.338974 -0.358334 3.201 -1.993 1.828 0.232
H 1.598497 -1.483869 1.766391 2.190 -1.327 1.656 0.208
H -0.920911 -1.888760 1.828269 -1.958 -2.972 2.746 0.166
H -3.428797 -0.654317 0.616972 2.291 -0.043 -0.817 0.178
H -3.367266 1.221101 -1.299103 0.327 -0.533 -0.212 0.179
H -0.847962 1.626191 -2.093946 0.385 0.277 0.629 0.221
```
Forces are in eV/Å.


Computed, not measured: a single C9H6Cl2FNO molecule, with ωB97M-V/def2-TZVPD.

Spin multiplicity: 1
Relative energy (zero: lowest compared OMol25 entry of this formula, charge and spin) in eV: 0.0000
LUMO in Ha: 0.013
Kohn-Sham gap in eV: 9.3
Calculated total energy in eV: -40730.85527
HOMO energy in eV: -8.98
Molar mass in g/mol: 234.06

Geometry as XYZ:
```
20
Properties=species:S:1:pos:R:3:forces:R:3:nbo_charge:R:1
C -0.314813 2.403209 -1.334583 -0.091 -0.073 -0.184 -0.668
C -0.327572 0.975068 -0.929574 0.085 0.113 0.245 0.599
N 0.052236 0.596034 0.213710 0.003 0.521 0.068 -0.488
C 0.059921 -0.757080 0.508146 -0.124 -0.779 -0.308 0.122
C 0.571668 -1.200686 1.725734 -0.108 -0.030 -0.197 -0.189
C 0.602998 -2.549701 2.010626 -0.020 -0.022 -0.038 -0.211
C 0.129133 -3.467926 1.078917 -0.096 0.324 -0.252 -0.036
Cl 0.177709 -5.149994 1.443294 0.015 -0.302 0.075 0.020
C -0.388029 -3.051084 -0.136857 0.110 0.008 0.136 -0.213
C -0.419762 -1.694574 -0.413124 0.334 0.453 0.305 -0.090
C -0.991580 -1.168327 -1.684215 -0.643 -0.743 -0.123 0.627
F -0.544838 -1.863803 -2.766851 0.003 0.180 0.212 -0.325
Cl -2.806550 -1.443372 -1.659192 0.239 0.108 -0.076 -0.096
O -0.770672 0.155356 -1.938454 0.256 0.242 0.093 -0.484
H 0.396349 2.545027 -2.147081 0.027 0.042 -0.066 0.239
H -0.031957 3.014722 -0.484494 0.005 -0.031 -0.002 0.246
H -1.299384 2.689029 -1.699766 -0.041 0.066 -0.031 0.238
H 0.939702 -0.470359 2.427362 0.047 0.087 0.093 0.233
H 0.993812 -2.900965 2.952591 0.036 -0.053 0.071 0.232
H -0.759616 -3.761708 -0.858180 -0.038 -0.110 -0.020 0.244
```
Forces are in eV/Å.